This record from OMol25 describes C31H46AuBN9 as an isolated structure at a distorted geometry. The level of theory is ωB97M-V/def2-TZVPD.

Structure (ORCA input):
```
! RIJCOSX wB97M-V def2-TZVPD def2/J DEFGRID3
* xyz 1 3
Au -0.799 -1.406 -1.165
C 0.451 -3.654 -2.885
C 1.871 -3.106 -2.837
C 2.256 -2.515 -4.199
C 2.122 -2.068 -1.791
C 3.377 -1.550 -1.489
C 3.183 -0.564 -0.534
C 4.320 0.285 -0.055
C 4.137 1.755 -0.437
C 4.639 0.124 1.431
N 1.864 -0.518 -0.258
N 1.232 -1.432 -1.026
B 1.072 0.360 0.751
N 0.187 1.318 -0.085
N -0.580 0.824 -1.066
C -1.146 1.810 -1.750
C -0.709 3.013 -1.196
C 0.134 2.669 -0.149
C 0.810 3.599 0.803
C 0.788 5.037 0.293
C 0.107 3.512 2.158
C -2.055 1.563 -2.904
C -1.461 2.144 -4.188
C -3.441 2.153 -2.632
N 0.226 -0.585 1.660
N -0.639 -1.457 1.098
C -1.126 -2.287 2.012
C -0.598 -1.898 3.239
C 0.247 -0.818 2.993
C 0.860 -0.129 4.179
C -0.192 0.794 4.812
C 2.204 0.568 4.036
C -2.157 -3.357 1.837
C -3.542 -2.719 1.986
C -2.035 -4.140 0.532
H 0.377 -4.424 -3.649
H -0.253 -2.864 -3.155
H 0.163 -4.094 -1.934
H 2.554 -3.937 -2.623
H 1.612 -1.672 -4.438
H 2.152 -3.265 -4.977
H 3.285 -2.170 -4.195
H 4.311 -1.861 -1.909
H 5.184 -0.092 -0.615
H 3.302 2.194 0.100
H 3.957 1.858 -1.505
H 5.039 2.307 -0.185
H 3.995 0.755 2.032
H 5.668 0.421 1.614
H 4.524 -0.914 1.740
H 1.814 0.975 1.408
H -0.972 3.997 -1.522
H 1.851 3.286 0.930
H -0.231 5.415 0.275
H 1.210 5.108 -0.705
H 1.369 5.669 0.958
H -0.927 3.833 2.062
H 0.602 4.146 2.887
H 0.118 2.486 2.511
H -2.141 0.474 -3.018
H -1.326 3.217 -4.086
H -2.127 1.959 -5.026
H -0.496 1.693 -4.403
H -3.402 3.239 -2.630
H -3.820 1.834 -1.662
H -4.138 1.838 -3.403
H -0.812 -2.343 4.189
H 1.021 -0.948 4.897
H -0.407 1.643 4.171
H 0.178 1.170 5.761
H -1.121 0.255 4.986
H 2.140 1.483 3.454
H 2.927 -0.106 3.588
H 2.554 0.834 5.030
H -2.013 -4.060 2.665
H -3.685 -1.952 1.229
H -3.652 -2.250 2.962
H -4.320 -3.469 1.878
H -2.344 -3.548 -0.326
H -2.677 -5.017 0.578
H -1.009 -4.468 0.382
N -2.703 -1.594 -1.601
C -3.815 -1.256 -1.508
C -5.112 -0.877 -1.375
C -5.974 -0.831 -2.476
N -6.662 -0.761 -3.391
C -5.535 -0.481 -0.100
N -5.832 -0.162 0.962
*
```

Values from the calculation:
Calculated total energy   -50665.897 eV
E_LUMO (spin up / spin down)   -3.051 / -7.180 eV
Molar mass   752.55 g/mol
ΔE to the lowest compared entry with this formula, charge and spin   40.6 kJ/mol
Max |F|   3.5 eV Å⁻¹

Löwdin population analysis, charges in e, atoms 1 to 5: number 1, Au, carries 1.15; number 2, C, carries -0.09; number 3, C, carries -0.36; number 4, C, carries -0.05; number 5, C, carries -0.24